Record 1
Computed, not measured: C4H6FN in the gas phase at a distorted geometry, with ωB97M-V/def2-TZVPD.

Element x y z (Å)
C 0.44 -2.41 0.67
C 0.20 -1.35 0.19
C -0.58 0.90 0.73
C -0.14 0.00 -0.41
N 0.99 0.62 -1.11
F -1.21 -0.13 -1.32
H 0.58 -3.23 1.28
H -0.63 1.89 0.39
H -1.64 0.83 1.05
H -0.13 0.87 1.73
H 1.20 0.38 -2.06
H 0.92 1.63 -1.15

Computed properties:
HOMO energy (alpha / beta) in eV: -4.7950 / -10.1799
2S+1: 3
Gap between HOMO and LUMO (alpha / beta) in eV: 5.84 / 7.31


Record 2
Computed, not measured: C25H23N3O4S in the gas phase at a distorted geometry, with ωB97M-V/def2-TZVPD.

Element x y z (Å)
C -5.36 -0.58 -3.15
C -6.31 -1.16 -2.12
O -5.88 -0.74 -0.82
C -6.39 -1.37 0.22
O -7.21 -2.25 0.15
C -5.81 -0.86 1.53
C -4.83 0.25 1.33
C -5.13 1.58 1.28
S -3.72 2.51 0.96
C -2.81 1.00 0.92
N -1.47 0.96 0.70
C -0.68 2.02 0.50
C 0.67 1.93 0.27
C 1.28 0.60 0.23
O 0.65 -0.44 0.40
N 2.63 0.52 -0.03
C 3.21 -0.79 -0.07
C 3.60 -1.34 -1.28
C 4.17 -2.60 -1.29
C 4.35 -3.32 -0.13
C 4.97 -4.69 -0.17
C 3.95 -2.77 1.09
C 4.13 -3.52 2.37
C 3.39 -1.50 1.11
C 3.49 1.59 -0.26
O 4.67 1.40 -0.48
C 2.88 2.92 -0.20
C 3.71 4.02 -0.40
C 3.21 5.30 -0.35
C 1.86 5.49 -0.10
C 1.02 4.41 0.11
C 1.51 3.10 0.06
N -3.52 -0.05 1.13
H -4.35 -0.93 -2.97
H -5.67 -0.88 -4.15
H -5.36 0.51 -3.09
H -7.33 -0.80 -2.28
H -6.32 -2.25 -2.15
H -5.31 -1.70 2.02
H -6.64 -0.54 2.16
H -6.08 2.06 1.40
H -0.98 0.05 0.67
H -1.17 2.98 0.53
H 3.47 -0.78 -2.19
H 4.48 -3.02 -2.24
H 5.21 -4.96 -1.19
H 5.88 -4.72 0.42
H 4.28 -5.43 0.23
H 3.59 -4.47 2.34
H 3.77 -2.94 3.22
H 5.18 -3.75 2.54
H 3.07 -1.06 2.04
H 4.76 3.83 -0.60
H 3.86 6.15 -0.51
H 1.45 6.49 -0.05
H -0.02 4.60 0.31

Computed properties:
HOMO energy in eV: -7.9559
2S+1: 1
SMILES: CCOC(=O)Cc1csc(N/C=C2\C(=O)N(c3ccc(C)c(C)c3)C(=O)c3ccccc32)n1
Gap between HOMO and LUMO in eV: 7.50


Record 3
Computed, not measured: a molecular structure, C11H22N2O3 at a distorted geometry, with ωB97M-V/def2-TZVPD.

Element x y z (Å)
C -0.60 -1.29 -0.92
C -0.30 0.14 -0.27
C -0.23 -2.14 0.30
C -0.41 -3.69 0.31
C -1.97 -4.05 0.21
C -0.02 -4.29 1.73
C 1.28 2.15 -0.18
C 1.05 2.03 1.24
C 0.69 3.39 -0.83
C -0.83 3.49 -0.44
C 1.43 4.76 -0.84
H -0.33 -1.21 -2.80
H 0.08 -2.60 -2.08
H -1.71 -1.46 -1.08
H 0.83 -1.92 0.41
H -0.66 -1.77 1.21
H 0.16 -4.26 -0.43
H -2.22 -5.15 0.18
H -2.31 -3.52 1.13
H -2.51 -3.62 -0.72
H 0.92 -3.53 2.26
H -1.18 -4.35 2.31
H 0.54 -5.45 1.66
H 1.26 0.11 -1.36
H 2.32 2.11 -0.39
H 0.73 3.25 -1.87
H -1.13 2.90 0.78
H -0.93 4.93 -0.30
H -1.32 2.67 -1.45
H 1.60 5.34 0.19
H 2.56 4.86 -1.20
H 0.75 5.43 -1.40
H 0.38 2.95 2.89
N 0.11 -1.55 -1.97
N 0.72 0.85 -0.74
O -0.85 0.47 0.80
O 1.20 0.88 1.78
O 0.88 3.15 1.88

Computed properties:
HOMO energy in eV: -8.7359
2S+1: 1
Gap between HOMO and LUMO in eV: 9.32


Record 4
Computed, not measured: a gas-phase ion, C5H10 (charge +1) at a distorted geometry, with ωB97M-V/def2-TZVPD.

Element x y z (Å)
C 1.80 1.68 0.03
C 0.89 0.60 0.61
C -0.16 0.08 -0.40
C -0.73 -1.19 -0.01
C -2.09 -1.47 -0.17
H 1.79 2.58 0.63
H 1.58 1.93 -1.00
H 2.84 1.37 -0.01
H 0.37 0.97 1.49
H 1.49 -0.27 0.87
H -0.95 0.70 -0.82
H 0.46 -0.28 -1.27
H -0.13 -1.73 0.71
H -2.64 -0.86 -0.87
H -2.61 -2.25 0.35

Computed properties:
Total charge: +1
HOMO energy (alpha / beta) in eV: -16.0085 / -16.0277
2S+1: 2
Gap between HOMO and LUMO (alpha / beta) in eV: 10.77 / 7.15


Record 5
Computed, not measured: 2 unconnected molecules or ions with the total composition H9N5Si at a distorted geometry, with ωB97M-V/def2-TZVPD.

Element x y z (Å)
N 1.56 0.80 -1.09
N 1.72 0.07 1.48
N -1.68 0.07 1.04
N -1.40 -0.34 -1.66
N 0.70 0.68 -0.10
Si -0.58 -0.51 -0.15
H 1.97 -0.04 -1.49
H 2.23 1.55 -0.96
H 1.97 1.00 1.80
H 0.97 -0.25 2.09
H -2.54 -0.44 1.19
H -1.29 0.38 1.92
H -2.39 -0.15 -1.66
H -1.16 -0.94 -2.43
H -0.08 -1.88 0.02

Computed properties:
HOMO energy (alpha / beta) in eV: -8.3049 / -8.3036
2S+1: 1
Gap between HOMO and LUMO (alpha / beta) in eV: 9.18 / 9.18


Record 6
Computed, not measured: a gas-phase ion, C4H8NO2 (charge +1) at a distorted geometry, with ωB97M-V/def2-TZVPD.

Element x y z (Å)
O 0.77 -1.22 -1.87
C 0.20 -0.69 -0.90
N 1.01 0.73 -0.15
O 2.34 0.55 0.02
C 0.24 0.86 1.06
C -1.18 0.46 0.69
C -1.06 -0.79 -0.21
H 0.28 -1.87 -2.42
H 2.82 0.95 -0.72
H 0.29 1.90 1.38
H 0.66 0.23 1.85
H -1.65 1.26 0.12
H -1.78 0.26 1.58
H -1.93 -0.92 -0.86
H -1.00 -1.70 0.41

Computed properties:
Total charge: +1
HOMO energy (alpha / beta) in eV: -14.1284 / -14.1280
2S+1: 1
SMILES: OC1=[N+](O)CCC1
Gap between HOMO and LUMO (alpha / beta) in eV: 8.94 / 8.94


Record 7
Computed, not measured: a molecular structure, C14H33ClIIrN4OP2 at a distorted geometry, with ωB97M-V/def2-TZVPD.

Element x y z (Å)
C 0.01 0.75 -7.41
C 0.01 1.43 -6.07
H 0.01 1.50 -8.21
H -0.89 0.13 -7.50
H 0.90 0.12 -7.50
O 0.02 2.60 -5.79
I 0.00 -0.08 -4.51
Ir -0.01 -0.62 0.49
P 2.13 -0.23 -0.21
C 3.06 1.13 0.61
C 3.09 -1.77 0.10
H 4.12 -1.65 -0.28
H 3.55 0.13 -2.14
H 2.60 -2.60 -0.43
H 1.94 -0.51 -2.61
H 2.94 1.14 1.70
H 3.13 -2.01 1.16
C 2.47 0.18 -1.95
H 4.13 1.03 0.39
H 2.11 1.20 -2.14
H 2.70 2.08 0.19
P -2.13 -0.20 -0.21
C -3.05 1.16 0.62
C -2.47 0.22 -1.95
H -2.65 -2.57 -0.45
H -4.15 -1.60 -0.29
H -3.17 -1.98 1.15
C -3.12 -1.73 0.08
H -1.95 -0.48 -2.61
H -3.55 0.18 -2.14
H -4.12 1.08 0.40
H -2.67 2.10 0.20
H -2.10 1.23 -2.13
H -2.92 1.17 1.71
Cl -0.02 -2.27 -1.16
C 0.00 1.15 2.77
N -0.01 -0.33 2.50
C -1.24 -0.93 3.18
N -1.23 -0.67 4.63
C -1.19 0.79 4.84
N 0.00 1.41 4.22
C 1.18 0.78 4.84
N 1.22 -0.68 4.63
C 1.23 -0.93 3.18
C -0.01 -1.27 5.21
H -0.91 1.60 2.33
H 0.90 1.59 2.33
H -1.23 -2.01 3.02
H -2.15 -0.45 2.78
H -1.12 0.98 5.92
H -2.10 1.24 4.41
H 2.09 1.23 4.42
H 1.11 0.97 5.92
H 1.22 -2.01 3.01
H 2.14 -0.45 2.78
H -0.01 -1.08 6.29
H -0.01 -2.35 4.99

Computed properties:
Total charge: +3
HOMO energy (alpha / beta) in eV: -16.2270 / -17.0482
2S+1: 6
Gap between HOMO and LUMO (alpha / beta) in eV: 7.11 / 3.30


Record 8
Computed, not measured: a molecular structure, C9H6F3N2O5S2 at a distorted geometry, with ωB97M-V/def2-TZVPD.

Element x y z (Å)
C -0.32 0.38 -1.36
N -1.05 -0.33 -2.45
O -1.88 0.27 -3.16
O -0.82 -1.55 -2.49
H -0.28 -0.28 -0.37
H -0.66 1.44 -1.30
F -2.43 0.10 3.19
C -2.94 0.12 1.95
F -3.69 -1.00 1.75
F -3.79 1.18 1.87
S -1.77 0.30 0.40
N -0.15 0.28 1.89
C 0.53 -0.99 1.83
O 0.19 -1.97 2.46
C 1.50 -0.84 0.72
C 1.80 0.54 0.50
C 2.00 1.03 -0.77
C 1.26 0.26 -1.79
C 1.40 -1.21 -1.65
C 1.58 -1.73 -0.39
S 0.91 1.54 1.70
O 0.31 2.65 1.03
O 1.61 1.71 2.95
H 2.39 2.03 -0.96
H 1.27 0.70 -2.79
H 1.40 -1.83 -2.53
H 1.60 -2.81 -0.23

Computed properties:
Total charge: -1
HOMO energy in eV: -3.8028
2S+1: 1
Gap between HOMO and LUMO in eV: 4.90


Calculated energy above the lowest of the compared OMol25 structures with the same formula, charge and spin, 63.5 4.7 233.0 18.2 0.0 94.1 1.3 84.0 kcal per mole (same order as the records).